A structure of composition C27H52AlCl3F3Mg2N2O6PS in a non-equilibrium geometry. Source: the OMol25 dataset; level of theory: the ωB97M-V functional and the def2-TZVPD basis.

E_HOMO = -10.889 eV
calculated total energy = -4681.9967 Ha
orbital gap = 0.90 eV
net charge = +2

Geometry (Å):
C  4.951  -3.351  3.530
C  3.744  -2.494  3.965
C  4.143  -1.008  4.201
C  2.937  -0.062  3.993
C  2.653  0.267  2.508
C  1.767  1.588  2.262
C  0.941  1.522  1.022
P  -0.878  0.675  1.124
C  -2.674  0.053  1.004
C  -2.892  -1.461  1.176
C  -4.376  -1.773  0.766
C  -5.417  -1.126  1.682
N  -6.729  -1.270  0.999
C  -7.806  -0.907  1.845
C  -9.139  -1.581  1.525
O  -7.738  -0.120  2.735
C  -0.799  0.098  2.967
Cl  -0.179  -1.540  3.345
C  -1.186  0.758  4.054
C  -1.151  0.168  5.524
Cl  -1.843  2.360  3.939
O  -0.082  -0.765  0.740
C  0.039  -0.955  -0.670
C  1.457  -1.243  -1.101
C  2.106  -2.354  -0.301
O  3.455  -1.985  -0.025
C  -0.692  0.167  -1.481
C  0.180  0.866  -2.538
C  -0.561  1.724  -3.594
C  -0.629  1.103  -5.008
Cl  -2.253  2.250  -3.119
N  -1.780  -0.731  -2.043
C  -1.187  -1.317  -2.884
S  -0.401  -2.447  -3.703
O  -0.991  1.131  -0.574
H  5.718  -2.776  3.006
H  4.576  -4.113  2.840
H  5.402  -3.887  4.379
H  2.962  -2.483  3.193
H  3.335  -2.899  4.899
H  5.010  -0.695  3.615
H  4.459  -0.943  5.251
H  2.067  -0.575  4.535
H  3.254  0.905  4.469
H  3.634  0.464  2.063
H  2.265  -0.590  1.949
H  2.532  2.354  2.061
H  1.219  1.971  3.168
H  1.597  1.100  0.243
H  0.726  2.661  0.634
H  -1.337  2.018  1.383
H  -3.259  0.545  1.796
H  -3.096  0.437  0.073
H  -2.797  -1.779  2.220
H  -2.294  -2.076  0.497
H  -4.492  -1.309  -0.229
H  -4.539  -2.846  0.643
H  -5.272  -0.055  1.847
H  -5.512  -1.682  2.618
H  -6.733  -0.763  0.124
H  -9.980  -1.023  1.929
H  -9.116  -2.628  1.842
H  -9.267  -1.611  0.433
H  -1.441  0.963  6.222
H  -0.142  -0.213  5.872
H  -1.930  -0.592  5.629
H  -0.398  -1.962  -0.769
H  1.350  -1.642  -2.126
H  2.079  -0.345  -1.222
H  1.580  -2.621  0.625
H  2.133  -3.252  -0.999
H  4.003  -2.322  -0.742
H  0.830  0.179  -3.092
H  0.865  1.529  -2.002
H  0.019  2.643  -3.708
H  -1.522  0.461  -5.042
H  -0.813  1.893  -5.744
H  0.243  0.499  -5.253
Al  1.551  -4.063  -2.955
C  1.091  4.033  -7.402
C  2.156  4.075  -6.317
C  3.474  4.605  -6.853
O  2.345  2.758  -5.783
H  1.388  3.368  -8.216
H  0.155  3.639  -6.994
H  0.903  5.024  -7.815
H  1.816  4.706  -5.493
H  3.855  3.960  -7.649
H  4.228  4.620  -6.067
H  3.363  5.615  -7.248
H  2.647  2.191  -6.501
F  2.727  -4.143  -2.176
F  0.026  3.258  2.455
F  1.377  3.825  0.439
Mg  -3.576  3.579  -4.876
O  7.020  -5.447  4.296
H  7.497  -5.576  3.457
Mg  1.047  0.793  4.701